Entry 1:
This record from OMol25 describes a cluster of 2 separate species, CH6NO2 in total at a distorted geometry. The level of theory is ωB97M-V/def2-TZVPD.

Geometry (Å):
O: 1.1058 -0.0255 -1.1574
O: 0.0764 1.2677 1.6332
N: -0.9367 -0.3420 -0.3237
C: 0.0032 -0.6851 -1.1252
H: 0.1069 1.7476 2.4755
H: 1.8540 -0.4079 -1.6371
H: 0.5917 0.4878 1.8956
H: -1.7821 -0.9063 -0.3890
H: -0.9384 0.4629 0.3218
H: -0.0808 -1.5992 -1.6937

## Properties
- HOMO-LUMO gap (Ha) = 0.4403
- total charge = +1
- relative energy (zero: lowest compared OMol25 entry of this formula, charge and spin) (kcal/mol) = 13.24
- E_HOMO (Ha) = -0.598

These are the natural (NBO) partial charges, in e, on atoms 1 to 6: -0.58, -0.96, -0.67, 0.56, 0.51, 0.54

---

Entry 2:
This record from OMol25 describes a cluster of 2 separate species, C2H9N2O2P in total at a distorted geometry. The level of theory is ωB97M-V/def2-TZVPD.

Geometry (Å):
P: 1.3302 0.7129 -0.1554
O: 1.5479 0.4018 -1.5594
O: 2.5876 0.9247 0.7593
N: 0.2687 1.6294 0.5406
N: 1.6742 -1.6967 0.0782
C: -1.0653 1.6969 0.0101
C: -1.6161 0.3312 -0.5408
H: 1.1914 -1.9943 -0.6603
H: 2.6404 -1.6764 -0.4410
H: -1.1277 2.4310 -0.7967
H: -0.9788 -0.3268 0.0295
H: -1.4204 0.3471 -1.5353
H: 2.1632 1.3113 1.4401
H: -1.7412 1.8124 0.8049
H: -2.7134 0.3313 -0.3149
H: 1.7828 -2.3210 0.9028

## Properties
- 2S+1 = 3
- HOMO-LUMO gap (spin up / spin down) (Ha) = 0.2251 / 0.2683
- total charge = 0
- <S²> = 2.01
- relative energy (zero: lowest compared OMol25 entry of this formula, charge and spin) (kcal/mol) = 0.00
- E_HOMO (spin up / spin down) (Ha) = -0.188 / -0.368

These are the natural (NBO) partial charges, in e, on atoms 1 to 6: 1.91, -1.07, -0.95, -0.61, -1.07, -0.29

---

Entry 3:
This record from OMol25 describes a structure of composition C11H24F24HfN3O13P3S3 at a distorted geometry. The level of theory is ωB97M-V/def2-TZVPD.

Geometry (Å):
Hf: 2.2444 -9.1868 -23.5271
S: 0.4835 -10.7568 -17.1047
S: 5.5967 -11.8251 -28.9551
S: -2.8732 -8.1801 -24.4797
P: 1.6689 -4.4865 -28.4166
P: 2.9172 -3.1067 -19.9271
P: 1.6374 -15.9306 -22.8409
F: 7.0447 -13.5159 -27.3089
F: 5.6042 -14.5076 -28.6912
F: 2.9393 -5.2489 -29.1925
F: 3.3528 -2.2270 -21.2225
F: 0.5231 -3.8727 -27.4513
F: 1.4181 -11.3061 -14.7138
F: 0.7442 -5.8610 -28.7170
F: 1.3620 -2.9325 -20.3440
F: 2.9292 -4.3436 -20.9742
F: 4.5400 -3.3953 -19.6077
F: 7.5401 -13.6983 -29.4321
F: 2.0442 -15.4405 -21.3199
F: 1.3712 -14.3672 -23.2294
F: 1.8863 -17.6159 -22.5124
F: 2.8179 -11.8326 -16.3201
F: 2.4936 -9.7972 -15.6516
F: 1.3033 -3.7199 -29.8119
F: 2.4718 -4.1143 -18.7633
F: 0.0856 -16.1449 -22.4905
F: 2.3307 -5.2291 -27.0567
F: 2.6126 -3.2203 -28.0641
F: 3.2700 -15.7715 -23.0691
F: 3.0632 -1.8019 -18.8568
F: 1.5049 -16.2138 -24.4504
O: -1.8640 -7.7083 -23.4834
O: 4.8118 -11.9404 -30.2123
O: 1.2144 -10.6211 -18.3604
O: 4.8157 -11.5055 -27.7092
O: -7.6156 -15.2670 -20.9528
O: -6.4751 -0.4605 -25.9398
O: -3.8785 -9.0275 -23.7989
O: 6.7458 -10.9054 -29.1413
O: -3.5640 -7.1221 -25.2157
O: -5.9906 -10.8251 -29.9683
O: -0.2793 -12.0100 -16.9145
O: -1.8562 -8.9865 -25.1703
O: -0.3134 -9.5759 -16.7570
N: -5.3965 -8.5237 -30.5308
N: -7.5638 -12.8369 -21.3505
N: -7.0130 -2.4952 -24.8558
C: 1.9341 -10.9334 -15.8607
C: -4.2977 -8.9829 -31.5225
C: -6.4896 -14.6069 -22.9990
C: 6.4827 -13.5162 -28.5858
C: -7.7037 -9.2998 -29.5489
C: -7.2356 -12.4891 -19.8649
C: -7.3190 -14.3556 -21.7631
C: -6.2342 -1.1622 -24.9731
C: -8.1588 -2.6350 -23.9287
C: -6.2938 -9.6921 -30.0375
C: -5.2520 -0.8396 -23.8514
H: -5.0419 -7.8844 -29.8339
H: -8.4677 -12.4446 -21.5724
H: -4.6267 -9.5691 -32.3805
H: -6.2818 -3.1810 -24.7330
H: -5.9856 -7.8675 -31.0233
H: -8.5756 -3.6397 -23.9986
H: -6.2193 -15.6467 -23.1832
H: -7.6675 -2.5732 -22.9577
H: -3.6358 -8.1549 -31.7762
H: -6.3036 -12.9728 -19.5727
H: -7.3844 -2.7514 -25.7594
H: -4.5617 -0.0394 -24.1184
H: -5.6218 -13.9495 -23.0529
H: -8.3009 -9.1564 -30.4494
H: -4.5815 -1.6800 -23.6715
H: -7.6799 -8.3220 -29.0678
H: -7.0298 -11.4233 -19.7662
H: -8.0163 -10.0315 -28.8040
H: -8.0591 -12.7551 -19.2022
H: -6.8517 -12.3056 -21.8308
H: -5.9201 -0.7065 -23.0006
H: -8.7797 -1.7630 -24.1344
H: -7.1370 -14.4533 -23.8623
H: -3.7472 -9.6361 -30.8454

## Properties
- HOMO-LUMO gap (Ha) = 0.0536
- total charge = 0
- E_HOMO (Ha) = -0.312

These are the Löwdin partial charges, in e, on atoms 1 to 6: 1.49, 0.55, 0.61, 0.27, 0.25, 0.20

---

Entry 4:
This record from OMol25 describes a cluster of 8 separate species, C44H106N6O4S2 in total at a distorted geometry. The level of theory is ωB97M-V/def2-TZVPD.

Geometry (Å):
S: 0.1901 -1.5550 -1.9571
S: -0.7686 -3.4114 -5.5227
O: -0.5785 -2.7662 -1.7652
O: 0.9242 -1.2880 -3.2346
O: -1.6275 -2.5663 -4.7362
O: 0.2687 -2.9176 -6.4033
N: 3.8548 -5.1792 -0.2138
N: 3.9181 3.5317 -4.5373
N: -2.8213 2.0607 4.9148
N: -1.9521 -5.1036 2.1989
N: 0.7831 4.4480 5.6345
N: -2.8914 4.1931 -3.2439
C: 3.2197 -6.2008 0.6463
C: 1.0616 -1.2180 -0.3375
C: -0.6053 4.7747 -2.2851
C: 5.8878 2.7613 -2.9662
C: -1.4927 -5.9284 -5.9446
C: 0.4429 3.2174 4.8544
C: 1.6385 2.5520 4.2963
C: 1.9828 2.0540 -4.9103
C: 1.4002 5.6555 5.0317
C: -4.5982 2.3324 -2.8828
C: -0.2237 -6.0682 -5.1931
C: 2.3251 -7.2433 -0.1028
C: -0.8924 0.2288 -0.2757
C: -0.9361 -0.0969 -1.8348
C: -3.0932 4.4609 5.4932
C: 1.5648 4.2545 6.8905
C: -2.8068 5.5901 -5.3634
C: -1.2836 -4.6498 0.8852
C: 3.4465 2.2546 -5.0366
C: -3.8933 2.1410 3.9584
C: 0.3430 6.2126 4.0414
C: 2.9500 -4.5325 -1.2088
C: 3.9284 4.7033 -6.7493
C: 3.4278 -3.1890 -1.9473
C: -1.1324 -4.9229 3.3892
C: -2.6888 4.2019 -4.6875
C: -1.6788 -4.5105 -6.6553
C: -3.2929 -4.4135 2.3239
C: -2.3282 0.7536 5.5089
C: 0.0441 -4.6894 -4.5312
C: -1.7044 -5.5706 -0.2110
C: -2.0738 5.1334 -2.3667
C: 3.4094 4.6162 -5.3676
C: 4.6132 -4.2725 0.6164
C: 3.8643 -3.4731 1.6397
C: -1.9176 -0.3701 4.4799
C: 0.4547 0.0343 0.2868
C: -3.1752 2.7868 -2.6968
C: 5.3379 3.6042 -4.2097
C: -0.0661 -5.9704 3.3755
C: 0.8014 3.5725 8.0743
C: -3.1345 3.0506 5.9576
C: -4.2099 -5.3006 3.1808
C: -5.3310 1.7000 4.4118
H: -2.3792 2.9012 6.7292
H: 2.3424 4.7378 -5.1809
H: -1.6597 -0.3127 0.2777
H: 3.5817 -2.3216 -1.3054
H: -2.7351 2.7105 -1.7026
H: -3.9774 -6.3602 3.2862
H: -0.3743 3.2947 4.1372
H: -2.8219 -0.7574 4.0104
H: -0.2294 4.8876 -1.2682
H: 4.4505 -2.6976 2.1328
H: -2.3634 6.1811 -2.4477
H: -3.7869 -4.3311 1.3558
H: 0.8454 2.4847 8.0207
H: -3.8132 3.0755 3.4032
H: -0.3736 -6.7477 -4.3541
H: -2.5154 5.0197 -1.3766
H: 3.7788 3.7464 -7.2494
H: 5.3606 -3.6986 0.0686
H: 0.6846 7.1596 3.6235
H: -1.6797 3.8264 -4.8572
H: 3.6030 -4.0212 2.5448
H: 0.5278 -5.8745 2.4666
H: 3.4726 5.4473 -7.4027
H: 1.5352 2.4234 -3.9876
H: -1.0472 -4.4412 -7.5409
H: -3.1346 -3.3804 2.6334
H: -2.0681 4.7107 5.2195
H: 1.9828 -4.4222 -0.7184
H: 2.8757 -7.9155 -0.7609
H: -3.7690 6.0987 -5.3028
H: -2.6994 -4.2181 -6.9022
H: 0.9741 -4.1445 -4.3693
H: -4.6637 1.2975 -3.2189
H: -0.0681 2.5256 5.5242
H: -1.4060 -6.5887 0.0392
H: 4.0219 1.5172 -4.4769
H: 3.7546 2.2200 -6.0815
H: 4.1076 -6.6161 1.1231
H: -5.2067 2.4167 -1.9825
H: -5.7825 1.5799 3.4270
H: -3.4237 3.6105 -5.2336
H: -1.4572 0.9878 6.1210
H: -3.2382 5.0577 6.3937
H: -2.5117 5.6540 -6.4107
H: -1.3590 -1.1886 4.9338
H: 1.3275 2.7199 -5.4718
H: 5.3209 -4.9816 1.0460
H: 2.4166 5.4720 4.6834
H: -3.8616 4.7826 4.7902
H: 1.0454 0.7802 -0.2450
H: -2.3447 -6.0223 -5.2713
H: 5.8450 1.6918 -3.1720
H: 5.0097 4.8386 -6.7714
H: -0.5007 -4.6426 -3.5883
H: -4.0065 -5.0099 4.2115
H: -0.4514 3.7733 -2.6871
H: -1.9157 -0.2847 -2.2744
H: -4.9787 2.9650 -3.6848
H: -2.1590 6.2698 -4.8099
H: 1.9176 -7.8932 0.6715
H: 0.7108 -6.2978 -5.7052
H: -0.2008 -4.5276 0.9127
H: 5.9028 3.3848 -5.1157
H: -0.6600 6.3282 4.4521
H: 1.6553 1.0148 -4.8823
H: 2.3445 3.2149 3.7962
H: -0.5117 -6.9639 3.4250
H: 5.5929 4.6315 -3.9492
H: 2.1485 -1.1360 -0.3346
H: 1.4026 3.6971 8.9749
H: 2.1358 2.0139 5.1033
H: 3.0422 -2.8964 1.2157
H: -5.2439 -5.2257 2.8442
H: 6.9261 2.9400 -2.6868
H: -5.7849 2.4560 5.0526
H: -0.8523 -3.8843 3.5651
H: -1.6617 -5.2737 4.2752
H: 0.8343 -2.1256 0.2217
H: 0.1790 5.4844 3.2471
H: -1.2594 -0.0611 3.6679
H: -0.2105 3.9452 8.2330
H: 3.6053 5.5726 -4.8826
H: 2.5502 3.8074 6.7594
H: -2.4557 2.0636 -3.0809
H: 1.8633 5.2128 7.3155
H: -1.5794 -3.6049 0.7905
H: -5.2330 0.7952 5.0116
H: -3.6291 1.4921 3.1234
H: 5.3281 3.0248 -2.0687
H: -4.0309 2.6907 6.4627
H: 1.5263 -6.8892 -0.7544
H: 2.9887 -3.0684 -2.9376
H: 2.6485 -5.7250 1.4435
H: 4.4231 -3.4276 -2.3221
H: -0.3943 0.6599 -2.4021
H: 1.5018 6.5611 5.6297
H: 2.8115 -5.2128 -2.0490
H: 1.4276 1.8351 3.5028
H: -1.1227 -5.2717 -1.0830
H: -1.6098 -6.7435 -6.6587
H: -3.0600 0.5219 6.2828
H: -1.1997 1.2614 -0.1102
H: -2.7548 -5.6852 -0.4787
H: 0.5732 -5.8083 4.2434
H: -0.1635 5.5689 -2.8870
H: 0.5911 0.1845 1.3578

## Properties
- 2S+1 = 2
- HOMO-LUMO gap (spin up / spin down) (Ha) = 0.0596 / 0.2922
- total charge = -1
- <S²> = 0.75
- E_HOMO (spin up / spin down) (Ha) = 0.015 / -0.218

These are the Löwdin partial charges, in e, on atoms 1 to 6: 0.70, 0.66, -0.35, -0.38, -0.32, -0.34

---

Entry 5:
This record from OMol25 describes a cluster of 13 separate species, H26O13 in total. The level of theory is ωB97M-V/def2-TZVPD.

Geometry (Å):
O: -5.1522 0.0747 1.4416
O: -0.7611 2.0379 -6.7311
O: -4.2658 -2.9063 -3.5720
O: -0.2765 0.6009 -0.3571
O: 3.2980 -1.0011 -4.0960
O: 3.2847 -4.9307 -0.5098
O: -3.0271 -4.4737 1.1082
O: 1.3526 1.0905 5.9899
O: -2.2410 5.5988 -0.8492
O: 3.4955 3.1801 -1.4772
O: -2.2875 3.6801 3.8018
O: 5.0484 0.4795 2.5055
O: 0.8465 -3.1035 3.5601
H: 4.2516 -1.0776 -4.0638
H: -3.7101 -3.8094 1.2005
H: 0.5902 0.6300 0.0483
H: 3.1123 -0.1479 -3.7038
H: -2.7088 4.9871 -1.4177
H: -4.3853 -2.0876 -4.0533
H: -1.6214 3.9024 4.4523
H: -4.7402 -3.5589 -4.0870
H: -5.7044 0.5495 0.8204
H: 1.4813 -3.6474 3.0938
H: -0.1386 0.1413 -1.1854
H: -0.1875 1.6008 -7.3604
H: 5.3722 1.1424 3.1154
H: -1.0687 2.8199 -7.1895
H: 3.0274 -4.1997 -1.0717
H: 0.0302 -3.2165 3.0733
H: -2.3360 2.7244 3.8250
H: 5.2760 -0.3551 2.9152
H: 3.7594 2.6854 -0.7014
H: 1.8828 0.6389 5.3333
H: 0.9754 0.3873 6.5187
H: -4.2599 0.2129 1.1238
H: -2.2314 5.1711 0.0071
H: 4.2315 -4.8336 -0.4081
H: -2.8285 -4.4850 0.1719
H: 2.6162 3.4977 -1.2716

## Properties
- HOMO-LUMO gap (Ha) = 0.4149
- total charge = 0
- relative energy (zero: lowest compared OMol25 entry of this formula, charge and spin) (kcal/mol) = 75.69
- E_HOMO (Ha) = -0.419

These are the natural (NBO) partial charges, in e, on atoms 1 to 6: -0.94, -0.94, -0.94, -0.94, -0.94, -0.94

---

Entry 6:
This record from OMol25 describes a cluster of 2 separate species, C3H7O3 in total at a distorted geometry. The level of theory is ωB97M-V/def2-TZVPD.

Geometry (Å):
O: 1.3104 1.5147 3.3392
O: 1.6805 0.1789 0.3622
O: -0.4059 -0.3863 1.0812
C: 0.4943 -0.1656 0.2651
C: 0.0005 -0.1328 -1.2522
C: -1.3706 -0.7979 -1.4637
H: -1.7598 -0.6015 -2.4683
H: 0.7014 -0.4009 -2.0388
H: -2.1152 -0.5588 -0.7159
H: 0.7195 1.2337 2.6070
H: 2.1060 1.0493 3.0412
H: -0.1575 0.9476 -1.3795
H: -1.2037 -1.8803 -1.3776

## Properties
- HOMO-LUMO gap (Ha) = 0.3099
- total charge = -1
- relative energy (zero: lowest compared OMol25 entry of this formula, charge and spin) (kcal/mol) = 8.31
- E_HOMO (Ha) = -0.152

These are the natural (NBO) partial charges, in e, on atoms 1 to 6: -0.98, -0.79, -0.78, 0.78, -0.53, -0.61

---

no.,calculated total energy (a.u.)
1,-246.6827
2,-682.7852
3,-6238.8741
4,-3165.5381
5,-993.6526
6,-344.2970